A structure of composition C57H74BN7S2Si3SnTe2, computed with ωB97M-V/def2-TZVPD.

CARTESIAN COORDINATES (ANGSTROEM)
Te  -2.434  -1.116  -1.620
Te  -1.610  2.174  -0.121
Sn  1.057  0.166  0.746
S  -0.850  1.783  -4.744
S  1.026  1.009  -2.550
Si  2.758  2.277  0.792
Si  -5.457  -0.194  -2.823
Si  -1.071  -3.781  -3.191
N  3.133  -1.215  0.336
N  0.646  -2.477  2.287
N  3.798  -1.441  1.505
N  2.516  -0.705  3.604
N  1.570  0.153  3.132
N  -0.167  3.381  -2.879
N  1.924  -2.880  2.465
C  4.032  2.553  -0.590
C  3.343  -4.947  2.468
C  3.778  -1.196  5.720
C  -1.514  -3.526  1.882
C  0.519  3.344  4.232
C  3.754  -1.116  -2.073
C  -2.136  2.547  4.388
C  3.141  -2.216  -2.669
C  5.971  2.937  -2.606
C  3.334  -1.179  -4.829
C  4.060  -1.176  -0.622
C  -5.799  -1.927  -3.409
C  -1.771  3.345  -4.605
C  3.865  2.165  2.321
C  -4.301  -3.471  1.661
C  -2.197  -4.557  1.241
C  -4.063  2.525  1.459
C  1.267  0.968  4.135
C  -0.848  4.262  -3.816
C  -6.079  0.015  -1.080
C  -1.205  -1.913  -3.178
C  0.047  -4.316  -1.803
C  5.336  2.060  -0.456
C  -6.127  3.411  2.344
C  5.128  -1.522  1.284
C  2.041  -4.225  2.333
C  6.295  2.251  -1.444
C  2.925  -2.247  -4.038
C  -5.353  2.330  1.946
C  -0.050  -3.579  2.048
C  1.861  3.940  0.901
C  -5.613  4.700  2.251
C  -2.748  -4.574  -3.018
C  5.335  -1.365  -0.071
C  0.056  2.113  -3.281
C  3.953  -0.085  -4.243
C  4.687  3.443  -2.762
C  -3.193  1.359  1.061
C  3.740  3.253  -1.764
C  -2.246  -2.457  2.402
C  -1.807  3.892  4.514
C  0.784  -4.716  2.070
C  6.131  -1.751  2.368
C  -3.623  0.149  -2.887
C  2.800  -0.427  4.893
C  4.164  -0.052  -2.871
C  -3.545  3.818  1.369
C  -6.311  1.041  -3.936
C  -4.331  4.899  1.764
C  -3.580  -4.531  1.132
C  -0.323  -4.271  -4.832
C  -2.129  4.004  0.885
C  -3.628  -2.432  2.293
C  -1.138  1.605  4.182
C  -0.480  4.289  4.427
C  0.199  1.996  4.107
C  2.018  0.646  5.270
B  3.066  -1.903  2.796
H  -1.638  -5.385  0.819
H  5.610  1.506  0.435
H  -1.378  0.548  4.127
H  -1.639  -1.550  -4.114
H  -3.170  2.235  4.462
H  3.837  -0.742  6.708
H  -5.442  -2.081  -4.432
H  -3.929  5.904  1.691
H  4.642  0.808  -2.418
H  -3.239  -0.013  -3.899
H  2.836  -3.049  -2.047
H  -1.413  5.022  -3.277
H  -2.764  0.858  1.931
H  -3.411  -4.269  -3.835
H  -0.985  -4.000  -5.661
H  -2.588  4.625  4.677
H  -6.137  2.064  -3.590
H  -4.188  -1.606  2.718
H  -0.130  4.756  -4.476
H  3.175  -1.207  -5.900
H  7.133  -1.694  1.947
H  1.112  3.942  1.697
H  1.081  -4.026  -2.012
H  0.020  -5.401  -1.669
H  -5.380  -3.454  1.583
H  0.466  3.751  -2.186
H  1.978  1.126  6.234
H  6.271  -1.398  -0.604
H  -3.742  0.619  0.481
H  3.194  -6.004  2.254
H  4.093  -4.559  1.774
H  3.869  -2.485  3.467
H  2.453  -3.109  -4.489
H  6.044  -0.998  3.153
H  3.750  -4.856  3.477
H  -5.296  -2.653  -2.763
H  -1.708  -1.660  2.903
H  -1.992  3.733  -5.596
H  -0.214  -1.455  -3.080
H  6.006  -2.730  2.834
H  2.583  4.741  1.091
H  -7.165  -0.117  -1.036
H  -0.237  -3.851  -0.853
H  4.610  2.967  2.311
H  1.330  4.178  -0.029
H  7.295  1.855  -1.309
H  -4.096  -5.342  0.632
H  0.632  -3.761  -4.985
H  -0.144  -5.349  -4.881
H  -6.873  -2.139  -3.392
H  4.775  -1.190  5.277
H  3.475  -2.237  5.834
H  -5.847  1.011  -0.687
H  1.559  3.648  4.202
H  -3.219  -4.280  -2.076
H  -7.131  3.249  2.716
H  -3.406  1.184  -2.610
H  -5.754  1.324  2.007
H  3.288  2.234  3.246
H  6.713  3.078  -3.383
H  -2.699  3.155  -4.066
H  4.426  3.991  -3.660
H  -6.215  5.548  2.553
H  0.512  -5.749  1.923
H  -2.668  -5.665  -3.038
H  -0.219  5.336  4.524
H  -1.442  4.167  1.718
H  -5.942  0.963  -4.964
H  4.263  0.758  -4.849
H  -7.392  0.873  -3.956
H  2.750  3.672  -1.906
H  -2.044  4.846  0.199
H  4.392  1.204  2.350
H  -5.625  -0.731  -0.422

Computed properties:
Calculated total energy, eV: -137144.9615
Orbital gap, eV: 6.72
ΔE to the lowest compared entry with this formula, charge and spin, kcal per mole: 0.0
E_HOMO, eV: -6.598